Below is one molecule with the formula C4H7NOS at a distorted geometry, with properties calculated with ωB97M-V/def2-TZVPD.

Values from the calculation:
* orbital gap: 8.702 eV
* LUMO level: -0.011 Eh
* HOMO: -9.00 eV
* SMILES string: CCN(C=O)C=S
* net charge: 0
* energy above the lowest of the compared OMol25 structures with the same formula, charge and spin: 66.9 kJ/mol

Cartesian coordinates (Å):
S 2.429 -0.208 -0.151
O -1.266 2.069 0.024
N -0.222 -0.007 0.121
C -0.280 1.378 -0.139
C 0.960 -0.691 0.300
C -1.489 -0.621 0.553
C -2.203 -1.353 -0.543
H -1.264 -1.320 1.338
H -3.219 -1.658 -0.192
H -2.379 -0.621 -1.404
H -2.151 0.135 1.006
H 0.692 1.793 -0.502
H 0.880 -1.516 0.993
H -1.668 -2.265 -0.881

***

Below is one molecule with the formula C4H7NOS at a distorted geometry, with properties calculated with ωB97M-V/def2-TZVPD.

Values from the calculation:
* orbital gap: 9.109 eV
* LUMO level: 0.022 Eh
* HOMO: -8.52 eV
* SMILES string: C[C@@H]1NC(=S)[C@H]1O
* net charge: 0
* energy above the lowest of the compared OMol25 structures with the same formula, charge and spin: 130.0 kJ/mol

Cartesian coordinates (Å):
S 3.150 -0.319 0.072
O 0.724 2.006 -0.368
N 0.596 -1.224 -0.423
C -1.701 -0.499 0.313
C 1.565 -0.321 -0.066
C 0.536 0.731 0.164
C -0.481 -0.211 -0.457
H 0.301 0.815 1.250
H -2.304 0.425 0.515
H 1.344 2.468 0.204
H -1.414 -0.919 1.326
H -2.374 -1.154 -0.217
H -0.641 0.333 -1.451
H 0.700 -2.131 -0.862

***

Below is one molecule with the formula C4H7NOS at a distorted geometry, with properties calculated with ωB97M-V/def2-TZVPD.

Values from the calculation:
* orbital gap: 8.920 eV
* LUMO level: 0.001 Eh
* HOMO: -8.89 eV
* SMILES string: C=C[C@@H](N)C(O)=S
* net charge: 0
* energy above the lowest of the compared OMol25 structures with the same formula, charge and spin: 330.9 kJ/mol

Cartesian coordinates (Å):
S 2.945 -0.007 -0.364
O 1.324 -1.429 0.928
N -0.196 1.632 0.536
C 1.502 -0.257 0.144
C 0.223 0.472 -0.319
C -1.832 -0.690 -0.175
C -0.700 -0.584 -0.720
H -2.385 -1.509 -0.635
H -2.264 0.066 0.349
H 0.275 1.382 1.488
H -0.141 -1.440 -1.438
H 0.407 2.512 0.160
H 0.412 -1.241 1.344
H 0.429 1.093 -1.297

***

Below is one molecule with the formula C4H7NOS at a distorted geometry, with properties calculated with ωB97M-V/def2-TZVPD.

Values from the calculation:
* orbital gap: 8.903 eV
* LUMO level: 0.017 Eh
* HOMO: -8.44 eV
* SMILES string: C#CN=S(C)(C)=O
* net charge: 0
* energy above the lowest of the compared OMol25 structures with the same formula, charge and spin: 489.0 kJ/mol

Cartesian coordinates (Å):
S 0.278 0.474 -0.187
O 0.309 1.585 -1.138
N -1.021 0.234 0.623
C -2.227 -0.059 0.181
C 0.807 -0.997 -0.988
C -3.358 -0.143 -0.149
C 1.520 0.900 1.260
H 1.883 -1.307 -0.679
H 0.857 0.867 2.137
H -4.223 -0.672 -0.452
H 0.828 -0.913 -2.047
H 1.864 1.907 1.122
H 0.258 -1.982 -0.743
H 2.228 0.107 1.061

***

Below is one molecule with the formula C4H7NOS at a distorted geometry, with properties calculated with ωB97M-V/def2-TZVPD.

Values from the calculation:
* orbital gap: 9.342 eV
* LUMO level: 0.029 Eh
* HOMO: -8.56 eV
* SMILES string: C=CN(S)C(C)=O
* net charge: 0
* energy above the lowest of the compared OMol25 structures with the same formula, charge and spin: 103.4 kJ/mol

Cartesian coordinates (Å):
S 1.041 -1.416 0.001
O -1.823 -1.106 -0.001
N 0.127 0.064 0.002
C 2.167 1.386 0.000
C -1.254 -0.014 -0.001
C 0.844 1.274 -0.008
C -2.050 1.268 -0.001
H -0.103 -2.157 -0.007
H 2.839 0.516 0.001
H -3.097 0.985 0.003
H 2.588 2.361 0.004
H 0.249 2.145 0.021
H -1.830 1.871 -0.898
H -1.843 1.860 0.907

***

Below is one molecule with the formula C4H7NOS at a distorted geometry, with properties calculated with ωB97M-V/def2-TZVPD.

Values from the calculation:
* orbital gap (alpha / beta): 7.298 / 6.532 eV
* LUMO level (alpha / beta): -0.046 / -0.057 Eh
* HOMO (alpha / beta): -8.55 / -8.08 eV
* net charge: 0
* energy above the lowest of the compared OMol25 structures with the same formula, charge and spin: 409.4 kJ/mol

Cartesian coordinates (Å):
S -1.704 -1.750 0.162
O 1.866 -2.091 -0.108
N 1.161 0.062 -0.452
C 1.737 -0.910 0.210
C -1.131 -0.367 -0.495
C 0.601 1.218 0.154
C -0.915 0.929 0.250
H -2.328 -2.338 -0.847
H 1.196 1.488 1.066
H 2.092 -0.573 1.278
H -1.337 0.915 1.264
H 0.804 2.041 -0.514
H -1.200 1.738 -0.433
H -0.843 -0.362 -1.535

***

Below is a 2-piece molecular cluster, C4H7NOS overall at a distorted geometry, with properties calculated with ωB97M-V/def2-TZVPD.

Values from the calculation:
* orbital gap (alpha / beta): 8.360 / 7.586 eV
* ⟨S²⟩: 2.03
* LUMO level (alpha / beta): 0.027 / -0.068 Eh
* HOMO (alpha / beta): -7.63 / -9.43 eV
* net charge: 0
* spin multiplicity: 3
* energy above the lowest of the compared OMol25 structures with the same formula, charge and spin: 273.4 kJ/mol

Cartesian coordinates (Å):
S -0.373 0.564 0.477
O -1.027 1.262 1.587
N 2.794 -1.110 -0.306
C 2.358 -0.046 -0.080
C 1.913 1.256 -0.136
C -1.341 0.559 -1.090
C -0.504 -1.275 0.769
H -1.642 -1.467 0.743
H -1.390 1.605 -1.517
H -0.956 -0.146 -1.823
H 0.180 -1.573 1.536
H 2.228 1.845 0.624
H -0.064 -1.737 -0.146
H -2.177 0.262 -0.639

***

Below is one molecule with the formula C4H7NOS at a distorted geometry, with properties calculated with ωB97M-V/def2-TZVPD.

Values from the calculation:
* orbital gap (alpha / beta): 6.054 / 7.080 eV
* ⟨S²⟩: 2.01
* LUMO level (alpha / beta): 0.023 / -0.087 Eh
* HOMO (alpha / beta): -5.42 / -9.45 eV
* net charge: 0
* spin multiplicity: 3
* energy above the lowest of the compared OMol25 structures with the same formula, charge and spin: 193.3 kJ/mol

Cartesian coordinates (Å):
S -0.651 2.096 -0.016
O -1.139 -1.838 -0.678
N -1.728 -0.522 1.049
C 2.395 -0.270 -0.564
C 1.349 0.168 0.131
C -0.017 0.455 -0.529
C -1.033 -0.848 -0.006
H 2.175 -0.315 -1.578
H 0.098 0.553 -1.610
H 3.199 -0.688 -0.045
H -1.653 0.339 1.598
H -2.611 -0.993 1.260
H -1.830 1.648 -0.188
H 1.448 0.215 1.178

***

What is the formula in the seventh record?
C4H7NOS